CH4N6O in the gas phase at a distorted geometry. Source: OMol25; level of theory: ωB97M-V/def2-TZVPD.

Summary:
highest occupied orbital energy = -8.56 eV
orbital gap = 9.05 eV
structure (SMILES) = Nn1[nH]nn/c1=N/O

Each line ends with the Löwdin charge.
Element x y z (Å)
N  -0.303  1.800  0.324  0.07
N  0.218  0.696  -0.328  -0.14
N  1.574  0.634  -0.111  -0.02
N  1.985  -0.606  0.030  0.00
N  1.013  -1.417  0.126  0.08
C  -0.169  -0.614  0.007  -0.38
N  -1.355  -1.047  0.205  0.03
O  -2.286  -0.119  -0.271  -0.09
H  -0.621  1.527  1.277  0.11
H  -1.109  2.078  -0.233  0.09
H  2.178  1.270  -0.640  0.16
H  -3.066  -0.652  -0.009  0.10

***

A molecular structure, C31H34As2N5RuS3. Source: OMol25; level of theory: ωB97M-V/def2-TZVPD.

Summary:
highest occupied orbital energy (alpha / beta) = -6.06 / -6.76 eV
orbital gap (alpha / beta) = 6.30 / 6.36 eV
multiplicity = 6

Each line ends with the Löwdin charge.
Element x y z (Å)
Ru  0.507  -0.473  0.197  0.74
C  -3.699  3.940  -2.194  -0.05
C  -3.221  2.647  -1.587  -0.29
C  -3.471  2.332  -0.251  -0.05
C  -2.995  1.170  0.325  -0.04
C  -2.245  0.233  -0.404  -0.31
N  -1.672  -0.915  0.121  -0.08
C  -2.417  -1.721  0.949  -0.25
C  -3.828  -1.670  0.976  -0.02
C  -4.598  -2.496  1.766  -0.05
C  -4.022  -3.473  2.573  -0.29
C  -4.855  -4.420  3.397  -0.06
C  -2.644  -3.573  2.531  0.00
C  -1.853  -2.722  1.765  -0.13
N  -0.435  -2.951  1.835  -0.10
C  0.231  -3.466  2.884  -0.09
C  1.507  -3.772  2.467  -0.07
C  1.529  -3.380  1.127  -0.20
N  0.358  -2.875  0.739  0.00
C  -2.002  0.567  -1.745  -0.17
C  -2.473  1.739  -2.320  -0.01
N  -1.262  -0.340  -2.564  -0.08
C  -1.623  -0.829  -3.768  -0.05
C  -0.618  -1.665  -4.194  -0.05
C  0.325  -1.628  -3.155  -0.15
N  -0.068  -0.827  -2.178  0.00
H  -4.613  4.286  -1.713  0.08
H  -3.900  3.828  -3.259  0.08
H  -2.952  4.730  -2.082  0.08
H  -4.044  3.024  0.357  0.12
H  -3.204  0.962  1.367  0.11
H  -4.323  -0.951  0.338  0.11
H  -5.678  -2.394  1.739  0.11
H  -5.785  -3.948  3.713  0.07
H  -4.324  -4.740  4.294  0.07
H  -5.117  -5.318  2.833  0.08
H  -2.160  -4.360  3.097  0.11
H  -0.238  -3.561  3.848  0.13
H  2.307  -4.183  3.057  0.10
H  2.342  -3.417  0.423  0.07
H  -2.239  1.939  -3.361  0.12
H  -2.565  -0.556  -4.212  0.13
H  -0.581  -2.232  -5.106  0.09
H  1.260  -2.158  -3.066  0.10
S  1.617  2.698  3.826  0.45
C  1.112  1.518  2.782  -1.62
S  -0.353  0.450  2.806  0.44
S  1.611  -0.247  2.678  0.38
C  4.471  -1.744  -0.184  -0.31
As  3.066  -0.508  -0.732  1.08
C  3.644  -0.315  -2.591  -0.29
C  3.737  1.179  0.003  -0.42
C  5.075  1.319  0.364  -0.11
C  5.554  2.519  0.868  -0.08
C  4.694  3.596  1.015  -0.07
C  3.360  3.467  0.662  -0.11
C  2.871  2.267  0.157  -0.42
As  0.979  2.071  -0.272  1.09
C  0.166  3.675  0.444  -0.27
C  1.038  2.596  -2.156  -0.26
H  5.438  -1.413  -0.557  0.02
H  4.248  -2.718  -0.617  0.02
H  4.500  -1.833  0.901  0.03
H  4.585  0.232  -2.610  0.03
H  2.897  0.209  -3.181  0.00
H  3.788  -1.309  -3.015  0.02
H  5.760  0.487  0.269  0.08
H  6.593  2.606  1.156  0.10
H  5.055  4.532  1.421  0.11
H  2.692  4.303  0.815  0.09
H  0.577  4.554  -0.054  0.03
H  0.332  3.726  1.518  -0.01
H  -0.902  3.606  0.238  0.02
H  1.525  3.568  -2.231  0.03
H  0.027  2.657  -2.551  0.01
H  1.599  1.864  -2.732  0.00

***

A molecular structure, C49H55ClN5Ti at a distorted geometry. Source: OMol25; level of theory: ωB97M-V/def2-TZVPD.

Summary:
highest occupied orbital energy (alpha / beta) = -1.55 / -1.55 eV
orbital gap (alpha / beta) = 1.85 / 1.85 eV
net charge = -1

Each line ends with the Löwdin charge.
Element x y z (Å)
Ti  0.288  -0.642  -0.399  1.06
C  2.270  5.640  -0.599  -0.11
C  1.341  4.775  -1.401  -0.22
C  1.499  3.288  -1.480  -0.13
C  2.402  2.633  -2.300  -0.12
C  3.448  3.143  -3.271  -0.19
C  3.206  2.787  -4.746  -0.10
C  2.117  1.249  -2.086  -0.21
C  2.985  0.251  -2.602  0.06
C  2.906  -1.107  -2.284  -0.22
C  3.802  -2.136  -2.610  -0.14
C  5.071  -1.975  -3.398  -0.18
C  6.223  -1.382  -2.555  -0.09
C  3.261  -3.306  -2.126  -0.12
C  1.995  -2.962  -1.540  -0.22
C  1.086  -3.899  -0.966  0.07
C  -0.235  -3.590  -0.619  -0.20
N  -0.868  -2.343  -0.598  0.00
C  -2.169  -2.509  -0.111  -0.20
C  -3.098  -1.471  0.132  0.07
C  -2.812  -0.111  -0.065  -0.19
N  -1.521  0.407  -0.199  0.04
C  -1.738  1.781  -0.214  -0.23
C  -0.681  2.662  -0.329  0.08
C  0.510  2.395  -1.000  -0.17
N  1.006  1.081  -1.252  0.00
C  -3.059  2.131  0.002  -0.13
C  -3.770  0.959  0.177  -0.13
C  -5.210  0.711  0.299  -0.22
C  -5.814  0.081  -0.942  -0.10
C  -3.589  3.507  0.229  -0.17
C  -4.756  3.955  -0.628  -0.09
C  -2.384  -3.891  0.101  -0.15
C  -1.209  -4.587  -0.222  -0.12
C  -0.976  -6.029  -0.338  -0.21
C  -1.032  -6.457  -1.789  -0.09
C  -3.619  -4.530  0.576  -0.18
C  -4.542  -5.228  -0.486  -0.07
N  1.757  -1.602  -1.650  0.04
C  3.832  -4.709  -2.137  -0.17
C  3.042  -5.767  -2.974  -0.09
H  1.897  6.692  -0.560  0.08
H  2.339  5.371  0.461  0.08
H  3.294  5.677  -1.017  0.07
H  0.314  5.004  -0.988  0.11
H  1.314  5.173  -2.462  0.13
H  3.569  4.261  -3.205  0.12
H  4.405  2.631  -2.927  0.12
H  2.359  3.348  -5.151  0.08
H  4.073  3.064  -5.337  0.06
H  3.074  1.702  -4.868  0.07
H  3.905  0.649  -3.064  0.10
H  5.449  -2.867  -3.911  0.11
H  4.858  -1.190  -4.141  0.11
H  6.555  -2.029  -1.756  0.07
H  7.108  -1.184  -3.187  0.08
H  5.910  -0.441  -2.137  0.06
H  1.404  -4.928  -1.022  0.09
H  -4.080  -1.674  0.633  0.12
H  -0.790  3.614  0.142  0.11
H  -5.288  0.043  1.185  0.12
H  -5.766  1.617  0.690  0.13
H  -5.613  -1.009  -1.013  0.07
H  -6.918  0.182  -0.985  0.07
H  -5.430  0.604  -1.867  0.10
H  -3.899  3.546  1.279  0.12
H  -2.736  4.206  0.131  0.11
H  -5.688  3.789  -0.151  0.05
H  -4.599  4.987  -0.910  0.07
H  -4.829  3.408  -1.564  0.07
H  -0.106  -6.390  0.200  0.12
H  -1.787  -6.533  0.159  0.10
H  -0.317  -5.847  -2.413  0.09
H  -0.885  -7.547  -1.828  0.08
H  -1.984  -6.378  -2.247  0.05
H  -3.234  -5.348  1.228  0.12
H  -4.159  -3.780  1.147  0.10
H  -4.115  -6.131  -0.924  0.06
H  -5.471  -5.481  -0.079  0.03
H  -4.837  -4.504  -1.300  0.09
H  4.887  -4.669  -2.430  0.10
H  3.803  -5.018  -1.083  0.11
H  2.632  -5.253  -3.860  0.08
H  3.616  -6.667  -3.272  0.07
H  2.120  -6.113  -2.476  0.04
N  1.019  -0.668  1.199  -0.09
C  1.712  -0.922  2.303  -0.35
C  1.288  -0.507  3.659  -0.02
C  2.068  -0.970  4.736  -0.12
C  3.204  -1.782  4.536  -0.13
C  3.628  -2.094  3.242  -0.15
C  2.990  -1.620  2.159  -0.06
H  0.293  -0.131  3.829  0.09
H  1.833  -0.560  5.735  0.10
H  3.885  -1.989  5.376  0.09
H  4.467  -2.730  3.192  0.08
H  3.435  -1.628  1.112  0.12
Cl  -4.388  4.122  7.632  0.55
C  -3.335  4.759  6.436  -0.76
C  -2.331  5.701  6.895  -0.16
C  -1.391  6.162  6.036  -0.10
C  -1.200  5.617  4.731  -0.43
C  -0.228  5.908  3.803  -0.10
C  -2.172  4.691  4.332  -0.13
C  -3.233  4.275  5.125  -0.16
H  -2.523  5.964  7.883  0.05
H  -0.738  7.043  6.286  0.11
H  0.501  6.675  3.907  -0.02
H  -0.113  5.219  2.961  -0.01
H  -2.115  4.259  3.313  0.08
H  -3.871  3.419  4.860  0.09